Here is 2 unconnected molecules or ions with the total composition C3H7NO2 from OMol25. Energies are from the ωB97M-V functional and the def2-TZVPD basis.

Its spin multiplicity is 1. As for the energy above the lowest of the compared OMol25 structures with the same formula, charge and spin: 140.8 kJ/mol. The value obtained for the largest force on an atom is 0.86 eV/A. As for the gap between HOMO and LUMO: 0.406 Ha.

Bonds (Å) are listed after each position.
Geometry (Å):
1 H 2.195 -0.265 -0.683  C8 1.096
2 H -0.179 0.844 -1.029  O10 0.972
3 N -1.849 1.302 -0.146  H5 1.007, C7 1.234
4 H 1.032 -2.333 -0.063  C11 1.096
5 H -2.834 1.497 -0.060  N3 1.007
6 H 1.538 -0.065 0.949  C8 1.098
7 C -1.196 1.325 0.901  N3 1.234, O9 1.166
8 C 1.266 -0.187 -0.108  H1 1.096, H6 1.098, O10 1.415, C11 1.523
9 O -0.637 1.312 1.924  C7 1.166
10 O 0.617 1.009 -0.497  H2 0.972, C8 1.415
11 C 0.427 -1.446 -0.279  H4 1.096, C8 1.523, H12 1.096, H13 1.096
12 H 0.055 -1.530 -1.307  C11 1.096
13 H -0.435 -1.463 0.397  C11 1.096